Record 1
Formula: C12H24N6O3S
Source: the OMol25 dataset
Level of theory: wB97M-V/def2-TZVPD

LUMO energy = 0.0209 Ha
HOMO = -7.99 eV
SMILES = CCS(=O)(=O)N1CCC2(CC1)N=C(N)N=C(N)N2CCOC

Each line ends with the Mulliken charge.
Positions of all 46 atoms, in Å:
S1 3.4183 -0.7631 -2.2022  1.04
O1 3.0285 -0.6944 -3.6194  -0.68
O2 -2.7215 0.7885 3.6556  -0.38
O3 3.9710 -2.0737 -1.7984  -0.68
N1 -3.5991 -0.1366 -0.6167  -0.66
N2 -1.5011 -1.0450 -1.1884  -0.73
N3 -3.3034 -1.7467 -2.1968  -0.40
N4 -1.7284 0.3579 0.7328  0.40
N5 1.9988 -0.3817 -1.2724  0.03
N6 -3.9554 1.1499 1.0880  -0.52
C1 -0.0930 0.9644 -1.0456  -0.75
C2 -3.0701 0.4220 0.3643  0.39
C3 5.9123 0.4684 -2.4638  -1.29
C4 -2.7626 -0.9541 -1.3032  0.25
C5 0.2831 -1.1447 0.3417  -0.89
C6 -1.1956 1.2086 1.8610  -1.39
C7 1.4092 -1.5599 -0.6004  -0.95
C8 -0.7894 -0.1921 -0.2345  0.56
C9 -3.1179 0.1729 4.8461  -0.83
C10 4.5655 0.6045 -1.8171  -0.34
C11 -1.3879 0.5405 3.2691  -0.61
C12 1.0339 0.5014 -2.0224  -0.90
H1 1.5252 1.3500 -2.4644  0.59
H2 4.0879 1.5403 -2.1614  0.30
H3 -0.1741 -2.0715 0.6954  0.38
H4 4.6944 0.6295 -0.7283  0.40
H5 -4.2761 -1.5852 -2.3476  0.26
H6 -2.7410 -1.9762 -3.0205  0.26
H7 -4.9055 0.8637 0.8410  0.35
H8 6.5669 1.2863 -2.1243  0.37
H9 -3.9995 0.6882 5.2602  0.25
H10 0.6020 -0.0417 -2.8788  0.35
H11 -1.7278 2.1725 1.8722  0.58
H12 5.7765 0.5666 -3.5318  0.35
H13 -1.1958 -0.5397 3.2499  0.41
H14 -0.1557 1.4216 1.6876  0.58
H15 2.1134 -2.1254 -0.0324  0.51
H16 0.3606 1.6955 -0.3649  0.29
H17 -3.6921 1.1759 2.0730  0.34
H18 6.3665 -0.4765 -2.2346  0.35
H19 0.6462 -0.6553 1.2258  0.41
H20 -0.8338 1.4954 -1.6415  0.39
H21 -0.6867 0.9362 3.9472  0.53
H22 -2.3217 0.2018 5.5894  0.32
H23 -3.3562 -0.8643 4.6753  0.34
H24 0.9314 -2.1749 -1.3636  0.43

Record 2
Formula: C23H28N2O3S
Source: the OMol25 dataset
Level of theory: wB97M-V/def2-TZVPD

LUMO energy = 0.0235 Ha
HOMO = -8.02 eV
SMILES = CC(C)Oc1ccc(CNC(=O)CCC(=O)N2C[C@@H](C)Sc3ccccc32)cc1

Each line ends with the Mulliken charge.
Positions of all 57 atoms, in Å:
S1 1.5021 0.6063 1.2834  -0.15
O1 -1.4006 2.0511 2.2848  -0.37
O2 -1.6893 -0.2221 -4.3179  -0.66
O3 0.6403 -3.0058 -1.7600  -0.75
N1 -1.7800 -1.8033 -2.7054  -0.06
N2 2.0200 -1.3991 -1.0336  0.45
C1 2.5428 0.7943 -0.1236  0.88
C2 -2.9459 -1.2604 -2.0368  -1.49
C3 0.6237 -1.6832 2.4850  -1.35
C4 1.2707 -1.3602 -3.3837  -0.56
C5 2.7125 -0.1732 -1.1205  -0.51
C6 -1.8392 0.7615 -1.0494  -0.22
C7 -2.5541 0.0282 1.5246  -0.20
C8 -1.6351 1.7813 3.6582  0.86
C9 3.2410 1.9969 -0.2074  -0.61
C10 -1.4745 1.5513 0.0163  -0.55
C11 4.3246 1.2605 -2.2070  -0.78
C12 -1.2143 -1.1950 -3.7657  0.51
C13 4.1141 2.2379 -1.2466  -0.68
C14 1.2766 -1.9929 -2.0067  0.75
C15 -1.8291 1.1975 1.3226  0.40
C16 -2.5664 -0.4108 -0.8510  0.65
C17 -0.5583 2.5397 4.4281  -1.50
C18 0.0845 -1.8438 -4.2271  -1.24
C19 1.8939 -1.9211 0.3153  -1.77
C20 -2.9078 -0.7647 0.4428  -0.92
C21 -3.0376 2.2287 4.0704  -1.45
C22 3.6367 0.0649 -2.1336  -0.31
C23 0.8742 -1.1130 1.1008  2.11
H1 -3.7949 1.7182 3.4800  0.36
H2 3.0816 2.7346 0.5640  0.43
H3 2.1903 -1.6559 -3.8939  0.35
H4 -3.2044 2.0120 5.1222  0.42
H5 -1.5699 1.0509 -2.0541  0.52
H6 0.2475 -1.5576 -5.2663  0.46
H7 -3.4674 -0.6464 -2.7777  0.41
H8 -2.8557 -0.2824 2.5131  0.47
H9 -0.6541 3.6050 4.2375  0.34
H10 -3.5927 -2.0858 -1.7281  0.39
H11 2.8721 -1.8855 0.8038  0.36
H12 -1.5164 0.7048 3.8522  0.04
H13 0.1904 -2.6776 2.4034  0.41
H14 -0.0612 -1.0509 0.5377  -0.77
H15 1.5604 -2.9589 0.2374  0.50
H16 -0.6580 2.3554 5.4939  0.42
H17 -3.4707 -1.6704 0.6205  0.29
H18 0.4253 2.2167 4.0968  0.30
H19 -0.9094 2.4586 -0.1272  0.45
H20 3.8301 -0.7085 -2.8590  0.45
H21 1.5544 -1.7462 3.0449  0.38
H22 -3.1406 3.2986 3.9076  0.34
H23 -1.2593 -2.5332 -2.2364  0.28
H24 -0.0661 -1.0457 3.0318  0.18
H25 0.0085 -2.9293 -4.1558  0.43
H26 5.0302 1.4230 -3.0067  0.39
H27 4.6425 3.1770 -1.2990  0.39
H28 1.2616 -0.2720 -3.2989  0.55

Record 3
Formula: C30H33ClGeN3O3S2Sc
Source: the OMol25 dataset
Level of theory: wB97M-V/def2-TZVPD

LUMO energy = -0.0095 Ha
HOMO = -6.54 eV

Each line ends with the Mulliken charge.
Positions of all 74 atoms, in Å:
Ge1 1.5269 -3.5622 -1.8830  0.45
Sc1 -1.0569 -0.3839 0.4145  -0.13
Cl1 -8.8010 2.9821 -0.1457  -0.21
S1 3.3525 -1.5812 -0.2809  -0.31
S2 4.1151 2.3086 -0.0810  -0.26
O1 -2.8156 0.3631 1.3020  -0.83
O2 5.8977 0.5462 0.7000  -0.23
O3 -2.7330 0.2460 -0.8957  -0.82
N1 -0.4059 -1.9324 2.3892  -1.14
N2 0.4181 -1.1386 1.5495  1.26
N3 -1.6933 -2.3399 0.4429  0.58
C1 -2.1971 -3.4968 2.5232  -0.93
C2 0.0527 2.2266 0.4044  -0.30
C3 2.6553 -0.4204 0.9643  1.45
C4 -0.0544 -3.4847 -3.0395  -0.92
C5 2.2886 -1.7814 2.9757  -0.44
C6 3.7199 -1.6871 3.2080  -0.62
C7 1.2380 -4.5181 -0.2119  -0.73
C8 -5.3946 1.4703 1.2555  -0.22
C9 -1.3864 -2.5644 1.7797  1.00
C10 -1.6229 3.0939 -1.6392  -0.40
C11 4.4863 -0.7690 2.6089  -0.99
C12 -6.5663 1.9291 -1.2292  -0.85
C13 -0.4743 2.3806 -1.9468  -0.76
C14 1.9844 -1.6860 -1.4663  0.81
C15 -6.6535 2.0416 1.1886  -0.81
C16 -3.3635 0.5432 0.1626  1.40
C17 -7.2248 2.2653 -0.0552  0.44
C18 -3.1665 -4.1942 1.8965  -0.27
C19 3.0142 -4.3467 -2.8798  -1.26
C20 -3.4278 -3.9852 0.5051  -0.94
C21 -5.3076 1.3597 -1.1520  -0.16
C22 1.7426 -1.1422 1.9183  -0.75
C23 -2.6940 -3.0583 -0.1501  -0.54
C24 3.8029 0.2432 1.7290  0.49
C25 6.8154 1.1422 -0.2213  -0.81
C26 -1.1143 2.9247 0.7069  -0.49
C27 4.6717 1.0217 0.7671  -0.06
C28 0.3723 1.9550 -0.9281  -0.14
C29 -1.9418 3.3674 -0.3158  -0.39
C30 -4.7206 1.1309 0.0875  0.03
H1 2.1979 -4.8326 0.1960  0.38
H2 2.8070 -5.3906 -3.1181  0.38
H3 3.9275 -4.3085 -2.2847  0.36
H4 2.1221 0.3450 0.4045  -1.30
H5 -1.9683 -3.6248 3.5716  0.50
H6 -2.8808 -2.8213 -1.1906  0.41
H7 -1.3657 3.1316 1.7386  0.40
H8 -0.2224 2.1728 -2.9784  0.44
H9 -2.2771 3.4323 -2.4320  0.41
H10 0.6136 -5.3978 -0.3711  0.40
H11 -4.9229 1.2797 2.2097  0.51
H12 0.2266 -3.1049 -4.0231  0.38
H13 3.3285 0.9975 2.3749  0.43
H14 -7.0399 2.1131 -2.1832  0.42
H15 -2.8429 3.9189 -0.0794  0.46
H16 2.2312 -1.1187 -2.3668  0.55
H17 -3.7545 -4.9169 2.4482  0.40
H18 -4.2046 -4.5311 -0.0092  0.44
H19 3.1854 -3.8085 -3.8126  0.38
H20 0.7548 -3.8703 0.5209  -0.06
H21 5.5470 -0.6916 2.7956  0.43
H22 1.0978 -1.2249 -1.0250  -1.11
H23 7.7409 0.5878 -0.1017  0.25
H24 1.6682 -2.3903 3.6151  0.55
H25 -7.1928 2.3117 2.0854  0.43
H26 4.1701 -2.3832 3.9060  0.40
H27 6.4309 1.0500 -1.2358  0.35
H28 6.9541 2.1960 0.0148  0.35
H29 -4.7671 1.0866 -2.0482  0.50
H30 0.7400 1.9470 1.1959  0.48
H31 -0.8125 -2.8214 -2.6221  0.07
H32 -0.5041 -4.4696 -3.1684  0.38
H33 1.3137 1.4753 -1.1706  0.40

Record 4
Formula: C3H4S2
Source: the OMol25 dataset
Level of theory: wB97M-V/def2-TZVPD

LUMO energy = -0.0549 Ha
HOMO = -9.01 eV
SMILES = S=CCC=S

Each line ends with the Mulliken charge.
Positions of all 9 atoms, in Å:
S1 2.5154 -0.3511 -0.1612  -0.24
S2 -2.5217 -0.4816 -0.0028  -0.14
C1 0.0742 1.0705 0.2907  -0.49
C2 -1.1758 0.7192 -0.3744  -0.15
C3 1.0641 -0.0895 0.3504  -0.06
H1 -0.7587 1.0464 -1.3826  0.26
H2 0.4810 -0.8273 1.1843  0.20
H3 -0.1070 1.2294 1.3733  0.29
H4 0.7108 1.6740 -0.1511  0.34

Record 5
Formula: C29H30F9N2O6S
Source: the OMol25 dataset
Level of theory: wB97M-V/def2-TZVPD

LUMO energy = 0.0453 Ha
net charge = -1
HOMO = -4.52 eV

Each line ends with the Mulliken charge.
Positions of all 77 atoms, in Å:
S1 -4.0531 -5.3640 1.6653  1.39
F1 -4.1000 -2.8149 2.3942  -0.24
F2 -1.0855 -4.7033 2.3005  -0.28
F3 -4.6680 -6.6109 0.9119  -0.31
F4 -5.2060 -5.4973 2.7634  -0.32
F5 -1.4186 -2.8885 3.4233  -0.36
F6 -3.1565 -6.3567 2.4983  -0.30
F7 -3.4560 -4.1764 3.9110  -0.30
F8 -2.9743 -5.2393 0.5154  -0.29
F9 -5.0334 -4.4214 0.8344  -0.31
O1 8.4946 3.5937 -3.2124  -0.53
O2 -6.2923 0.6710 -1.2786  -0.40
O3 7.5936 4.4201 -1.2983  -0.68
O4 -6.8089 1.4347 1.2000  -0.52
O5 7.8649 2.1963 -1.6111  -0.77
O6 -4.5707 0.6467 -2.8035  -0.40
N1 0.4424 2.3495 -0.3068  -0.71
N2 1.3626 -0.3352 -0.7066  -0.32
C1 2.0056 0.5380 0.0289  0.21
C2 -0.2510 1.4574 -1.0858  0.27
C3 2.7032 3.3776 2.0365  0.01
C4 5.7324 2.8169 0.7806  -0.19
C5 -1.8308 -3.5878 2.3142  1.05
C6 6.1025 0.7677 1.9514  -0.08
C7 1.5357 1.8852 0.2484  0.92
C8 -1.0390 -3.0810 -1.3732  -0.84
C9 -1.7509 -0.2885 -2.6325  -0.58
C10 2.2795 2.7522 1.1113  -0.89
C11 -1.4392 1.8910 -1.7055  -0.80
C12 3.2964 0.0972 0.6720  -1.09
C13 -3.3342 -3.8863 2.6003  0.44
C14 -2.1939 1.0448 -2.4625  0.54
C15 -3.4885 1.5200 -3.0911  -0.81
C16 -4.9110 0.6388 -1.4229  -0.43
C17 5.4766 1.4710 0.9239  0.97
C18 -0.5945 -0.7309 -2.0571  0.47
C19 -0.5457 -3.0924 0.1049  -0.36
C20 -6.7769 2.0061 -1.2098  -0.13
C21 -1.6406 -2.6706 1.1062  -1.35
C22 -6.8023 2.5100 0.2806  -0.56
C23 4.5362 0.7511 -0.0202  -1.54
C24 -0.1840 -2.1823 -2.2848  -1.51
C25 6.9647 1.3933 2.8095  -0.65
C26 6.6226 3.4543 1.6362  -0.87
C27 0.1973 0.1461 -1.2614  0.20
C28 7.2388 2.7459 2.6493  -0.44
C29 7.9314 3.4140 -1.9231  0.71
H1 -7.7824 2.0113 -1.6273  0.37
H2 -4.4198 1.4866 -0.9233  0.44
H3 -1.3931 -1.6772 1.4778  0.56
H4 -7.6752 3.1344 0.4532  0.38
H5 -2.5678 -2.5350 0.5496  0.34
H6 -0.4553 -2.4037 -3.3182  0.53
H7 7.9377 3.2440 3.3103  0.37
H8 0.8779 -2.3272 -2.1072  0.41
H9 7.4140 0.8039 3.6026  0.36
H10 5.9051 -0.2966 2.0592  0.33
H11 3.1420 3.8239 2.8963  0.44
H12 3.2694 0.3204 1.7405  0.64
H13 -5.9062 1.1454 1.3466  0.30
H14 5.1232 0.0009 -0.5510  0.43
H15 -2.3758 -0.9530 -3.2217  0.49
H16 -0.1219 -4.0783 0.2827  0.63
H17 -3.3551 1.5049 -4.1739  0.42
H18 -5.8838 3.0827 0.4489  0.26
H19 3.3999 -0.9827 0.5708  0.34
H20 8.6326 2.6552 -3.4026  0.30
H21 4.2063 1.4860 -0.7585  0.48
H22 0.2784 -2.3803 0.1414  0.16
H23 -2.0902 -2.7987 -1.4594  0.60
H24 -0.9730 -4.1055 -1.7551  0.38
H25 -3.6819 2.5383 -2.7363  0.36
H26 -1.7437 2.9227 -1.5634  0.44
H27 5.2615 3.4120 0.0108  0.36
H28 -6.1406 2.6750 -1.7945  0.16
H29 6.8563 4.5062 1.5546  0.40
H30 -4.5133 -0.2787 -0.9774  0.27

Record 6
Formula: C41H58ClI5N7O5PSr
Source: the OMol25 dataset
Level of theory: wB97M-V/def2-TZVPD

LUMO energy = -0.0483 Ha
HOMO = -6.70 eV

Each line ends with the Mulliken charge.
Positions of all 119 atoms, in Å:
I1 -4.1359 0.6467 0.1792  0.18
I2 -0.4480 4.6924 5.1322  -0.22
I3 -4.6998 -2.8728 0.0709  0.06
I4 1.4974 -2.1160 2.3866  -0.26
I5 -0.2160 4.0423 2.5706  0.31
Sr1 -0.4476 0.7442 0.1103  1.55
Cl1 8.8774 -1.5696 1.8775  -0.23
P1 -1.8964 0.3427 3.7507  0.99
O1 -1.5346 1.8392 -3.5384  -0.37
O2 3.1008 -5.9611 -3.3050  -0.73
O3 -1.3218 0.2733 -1.9212  -0.68
O4 -3.1501 3.2770 -0.9905  -0.64
O5 1.3554 3.3122 -0.4126  -0.87
N1 -0.0597 4.7123 -1.5761  0.11
N2 0.7271 -3.7331 -1.6654  1.15
N3 -0.2553 -2.0889 -0.6223  0.78
N4 0.4767 1.4615 -2.7362  0.25
N5 1.4122 0.8730 -1.8583  -0.35
N6 -0.2547 -4.3238 -0.9316  -0.85
N7 -0.9304 2.9394 -0.4393  1.02
C1 0.6857 -2.4107 -1.4787  -0.50
C2 3.3742 -7.5846 -1.0449  -2.04
C3 3.7014 -3.2490 -0.7418  1.25
C4 -1.4132 8.4279 -0.0098  -1.12
C5 0.1587 -0.4248 5.5331  -1.08
C6 1.4584 0.0044 1.8125  -1.17
C7 0.2222 3.6439 -0.7708  -1.04
C8 -0.9920 0.5574 5.3358  -0.34
C9 -1.4952 4.9690 -1.6014  3.92
C10 6.4285 -2.7338 1.8647  -0.99
C11 -3.8756 5.4303 -4.5391  -0.95
C12 -3.3993 5.1960 -3.2571  -0.16
C13 0.9912 -7.1318 -1.5174  -1.81
C14 2.3015 -6.4829 -1.0613  2.24
C15 -2.8320 6.0586 0.3081  -0.15
C16 -2.3876 8.3347 0.9790  -0.43
C17 -0.8514 1.1301 -2.6711  0.21
C18 -1.1540 7.3393 -0.8262  -0.18
C19 7.1490 -1.7294 -0.2038  -1.03
C20 -3.0952 7.1523 1.1303  -0.99
C21 -5.1227 -1.0229 1.0032  -0.52
C22 -1.9896 3.6355 -0.9905  -1.55
C23 2.7270 -5.3588 -2.0461  2.13
C24 5.9498 -2.1106 -0.7905  -0.07
C25 -3.9520 1.7038 5.2746  -1.44
C26 -1.1531 5.4590 -4.0567  -0.14
C27 -2.9282 1.4860 -3.7202  -0.56
C28 -0.8082 -3.2946 -0.3298  -1.00
C29 -3.2063 1.6320 3.9428  -0.04
C30 2.1449 -5.9550 0.3699  -1.47
C31 -1.8494 6.1421 -0.6678  -0.18
C32 -2.0288 5.1992 -3.0092  -0.97
C33 5.2360 -3.1063 1.2589  0.13
C34 3.9358 -4.5383 -1.5499  -1.75
C35 -2.9954 5.6837 -5.5866  -0.45
C36 -2.4380 -2.4456 3.4206  -1.03
C37 -1.6306 5.7026 -5.3395  -0.95
C38 4.9790 -2.8052 -0.0756  -0.59
C39 7.3762 -2.0493 1.1233  0.46
C40 -2.9079 -1.1679 4.1223  -1.06
C41 1.5762 -4.4838 -2.5814  -2.71
H1 1.4583 0.4904 2.7979  0.27
H2 -2.2337 -2.2696 2.3627  0.00
H3 -1.6223 -3.4137 0.3687  0.49
H4 -1.5069 -2.8183 3.8480  0.30
H5 -0.4080 7.4386 -1.6089  0.37
H6 -3.1892 -3.2371 3.4894  0.41
H7 4.3772 -7.2130 -0.8213  0.30
H8 -3.3910 5.1401 0.4443  0.52
H9 -3.0542 0.4109 -3.6325  0.32
H10 0.1354 -6.4732 -1.3608  0.25
H11 1.7813 -6.7670 1.0057  0.60
H12 0.6095 5.4665 -1.5658  0.38
H13 -4.8725 -1.1066 2.0507  -0.11
H14 4.5886 -5.1888 -0.9638  0.29
H15 3.4049 -8.1401 -1.9854  0.57
H16 -0.0854 5.4540 -3.8835  0.41
H17 0.6807 -0.2241 6.4714  0.41
H18 -3.9078 1.4587 3.1227  0.13
H19 -3.3711 5.8708 -6.5844  0.42
H20 -2.5924 9.1815 1.6220  0.41
H21 0.7079 2.2590 -3.3103  0.22
H22 3.3726 -2.4521 -1.4096  -0.07
H23 5.7694 -1.8599 -1.8322  0.41
H24 3.1017 -5.6245 0.7843  0.18
H25 1.3568 -1.7275 -1.9728  0.38
H26 -0.9331 5.9052 -6.1427  0.41
H27 -4.9437 5.4190 -4.7208  0.42
H28 1.4272 -5.1327 0.4453  0.11
H29 7.8995 -1.1867 -0.7643  0.40
H30 2.9211 -3.3601 0.0092  -0.19
H31 -3.8552 7.0692 1.8976  0.45
H32 -3.1714 1.8339 -4.7184  0.23
H33 -0.8588 9.3483 -0.1460  0.40
H34 0.8190 -8.0475 -0.9438  0.49
H35 4.4800 -3.6169 1.8460  0.38
H36 1.7951 1.5964 -1.2332  0.16
H37 -0.6177 1.5843 5.3495  -0.08
H38 -2.9346 -1.3181 5.2057  0.48
H39 -4.0910 5.0103 -2.4435  0.49
H40 0.9263 -5.1104 -3.1877  0.53
H41 -0.1969 -1.4575 5.5684  0.25
H42 -3.9340 -0.9353 3.8266  0.52
H43 -4.3651 0.7335 5.5639  0.28
H44 -1.7093 0.4684 6.1551  0.47
H45 1.0428 -7.4063 -2.5743  0.37
H46 -3.2965 2.0386 6.0806  0.28
H47 2.4938 0.1270 1.4551  0.51
H48 4.5070 -4.2710 -2.4443  0.44
H49 0.8841 -0.3699 4.7239  0.03
H50 -3.5255 2.0030 -2.9724  0.15
H51 2.0390 -3.7572 -3.2497  0.39
H52 3.8904 -6.4928 -3.1561  0.54
H53 -4.7847 2.4097 5.2190  0.41
H54 6.6182 -2.9590 2.9063  0.42
H55 3.1237 -8.3052 -0.2641  0.48
H56 2.1703 0.4860 -2.4066  0.36
H57 -2.7355 2.5943 3.7197  -0.01
H58 -6.1809 -0.8487 0.8665  0.56

Q: What is the formula in the fourth record?
A: C3H4S2

Q: What is the LUMO energy in the fourth record?
A: -0.0549 Ha

Q: What is the LUMO energy in the third record?
A: -0.0095 Ha

Q: Among the records above, which one has the highest HOMO?
A: C29H30F9N2O6S